(1)
{
  "formula": "C18H42AlBClNO31PS7",
  "method": "ωB97M-V with the def2-TZVPD basis set",
  "largest_force_ev_per_a": 1.66,
  "total_energy_ha": -6954.423357,
  "gap_ev": 5.8,
  "total_charge": -1,
  "symbols": ["C", "C", "C", "C", "N", "Al", "B", "O", "O", "P", "O", "Cl", "H", "H", "H", "H", "H", "H", "H", "H", "H", "H", "H", "H", "H", "H", "C", "C", "O", "S", "O", "O", "O", "H", "H", "H", "H", "C", "C", "O", "S", "O", "O", "O", "H", "H", "H", "H", "C", "C", "O", "S", "O", "O", "O", "H", "H", "H", "H", "C", "C", "O", "S", "O", "O", "O", "H", "H", "H", "H", "C", "C", "O", "S", "O", "O", "O", "H", "H", "H", "H", "C", "C", "O", "S", "O", "O", "O", "H", "H", "H", "H", "C", "C", "O", "S", "O", "O", "O", "H", "H", "H", "H"],
  "positions_angstrom": [[4.335, -0.130, 0.251], [4.444, 0.846, -0.952], [3.357, 0.579, -2.024], [2.190, 1.596, -1.913], [0.905, 1.015, -2.367], [0.022, 0.271, -0.881], [-1.465, 1.679, -0.260], [-1.387, 2.978, -0.780], [-2.511, 1.395, 0.642], [-0.829, -1.916, -1.321], [0.503, -2.886, -1.153], [-2.121, -2.454, 0.282], [4.160, 0.399, 1.188], [3.526, -0.845, 0.113], [5.281, -0.669, 0.355], [4.278, 1.850, -0.555], [5.430, 0.758, -1.409], [3.777, 0.726, -3.023], [2.954, -0.428, -1.903], [2.416, 2.410, -2.606], [2.079, 1.938, -0.879], [1.114, 0.331, -3.088], [1.137, 0.118, 0.299], [-0.460, 3.255, -0.765], [-2.145, 1.463, 1.534], [0.498, -3.533, -1.867], [-3.204, -5.609, 2.667], [-1.907, -6.254, 2.236], [-1.176, -6.419, 3.468], [-2.191, -6.693, 4.660], [-2.261, -8.100, 4.889], [-1.896, -5.796, 5.719], [-3.525, -6.243, 3.924], [-3.078, -4.539, 2.840], [-4.007, -5.768, 1.954], [-1.344, -5.644, 1.536], [-2.074, -7.244, 1.807], [3.165, -5.799, 2.601], [2.039, -6.771, 2.316], [1.091, -6.003, 1.571], [1.860, -4.907, 0.668], [2.011, -5.433, -0.645], [1.281, -3.650, 0.913], [3.282, -5.021, 1.406], [2.918, -5.130, 3.428], [4.106, -6.302, 2.810], [1.576, -7.160, 3.219], [2.379, -7.601, 1.691], [3.956, 6.713, -1.966], [2.792, 7.642, -2.243], [1.782, 6.779, -2.767], [1.888, 5.333, -2.097], [0.946, 5.263, -1.029], [1.919, 4.361, -3.122], [3.346, 5.514, -1.471], [4.501, 6.469, -2.880], [4.645, 7.112, -1.227], [3.030, 8.420, -2.964], [2.415, 8.099, -1.325], [-4.916, 1.288, -2.961], [-3.829, 2.118, -3.603], [-3.103, 1.190, -4.426], [-4.112, 0.081, -4.988], [-4.509, 0.461, -6.301], [-3.595, -1.205, -4.703], [-5.329, 0.383, -3.997], [-4.532, 0.707, -2.120], [-5.762, 1.886, -2.631], [-3.173, 2.577, -2.866], [-4.244, 2.892, -4.254], [0.280, -9.133, 6.738], [-0.122, -9.583, 8.123], [1.125, -9.901, 8.764], [2.274, -8.933, 8.218], [2.457, -7.858, 9.126], [3.368, -9.737, 7.801], [1.493, -8.387, 6.940], [0.507, -9.985, 6.093], [-0.475, -8.517, 6.263], [-0.771, -10.453, 8.113], [-0.601, -8.777, 8.682], [-0.951, 6.724, -7.457], [-1.601, 6.499, -6.108], [-0.497, 6.405, -5.202], [0.696, 7.343, -5.688], [0.639, 8.577, -4.986], [1.884, 6.573, -5.745], [0.156, 7.592, -7.178], [-0.563, 5.793, -7.875], [-1.621, 7.192, -8.173], [-2.194, 5.590, -6.069], [-2.217, 7.351, -5.813], [-3.029, 4.911, 1.055], [-1.599, 5.392, 1.154], [-1.709, 6.699, 1.762], [-2.938, 6.720, 2.773], [-2.468, 6.511, 4.098], [-3.753, 7.842, 2.461], [-3.646, 5.388, 2.276], [-3.547, 5.369, 0.210], [-3.109, 3.833, 0.984], [-1.111, 5.460, 0.189], [-1.006, 4.756, 1.815]]
}


(2)
{
  "formula": "C18H42AlFeN6O10P",
  "method": "ωB97M-V with the def2-TZVPD basis set",
  "de_lowest_ev": 3.119,
  "largest_force_ev_per_a": 7.73,
  "spin_multiplicity": 9,
  "total_energy_ha": -3638.711484,
  "gap_ev": [7.9, 3.5],
  "total_charge": 2,
  "symbols": ["Fe", "Al", "P", "O", "O", "O", "O", "C", "O", "N", "C", "C", "H", "H", "H", "H", "H", "H", "H", "C", "O", "N", "C", "C", "H", "H", "H", "H", "H", "H", "H", "C", "O", "N", "C", "C", "H", "H", "H", "H", "H", "H", "H", "C", "O", "N", "C", "C", "H", "H", "H", "H", "H", "H", "H", "C", "O", "N", "C", "C", "H", "H", "H", "H", "H", "H", "H", "C", "O", "N", "C", "C", "H", "H", "H", "H", "H", "H", "H"],
  "positions_angstrom": [[1.791, -2.115, 3.752], [-1.526, 1.355, 4.261], [0.836, -0.548, 2.376], [0.943, -2.044, 1.944], [0.278, -0.818, 3.778], [-0.119, 0.536, 1.791], [2.271, -0.317, 2.907], [1.857, 2.902, 2.490], [0.907, 2.867, 3.307], [2.184, 3.936, 1.719], [3.289, 3.872, 0.765], [1.507, 5.292, 1.788], [2.555, 2.078, 2.272], [3.860, 4.797, 0.842], [3.066, 3.629, -0.274], [3.816, 2.987, 1.121], [1.439, 5.815, 0.834], [0.456, 5.271, 2.075], [2.007, 6.027, 2.419], [-0.456, -2.337, -1.263], [-1.548, -2.019, -1.739], [0.169, -3.471, -1.728], [1.289, -3.994, -0.986], [-0.442, -4.278, -2.837], [0.037, -1.859, -0.401], [1.120, -5.064, -0.868], [1.327, -3.689, 0.060], [2.252, -3.843, -1.475], [-0.964, -3.620, -3.532], [0.336, -4.774, -3.418], [-1.099, -5.007, -2.362], [-3.008, 1.588, 0.610], [-2.917, 2.249, 1.644], [-3.479, 2.039, -0.549], [-3.683, 3.452, -0.792], [-3.767, 1.101, -1.663], [-2.737, 0.521, 0.590], [-4.665, 3.826, -0.504], [-3.326, 3.709, -1.790], [-3.076, 4.027, -0.092], [-3.152, 1.358, -2.526], [-3.691, 0.075, -1.303], [-4.818, 1.242, -1.916], [3.986, -2.224, 0.214], [4.665, -3.215, 0.163], [3.930, -1.280, -0.727], [2.790, -0.366, -0.574], [4.451, -1.327, -2.121], [3.353, -1.887, 1.050], [1.883, -0.898, -0.863], [2.832, 0.546, -1.169], [2.653, -0.072, 0.466], [5.327, -1.963, -2.251], [3.612, -1.579, -2.770], [4.591, -0.319, -2.512], [-2.372, -2.028, 2.120], [-3.013, -1.083, 2.652], [-2.679, -3.343, 2.208], [-2.108, -4.316, 1.356], [-3.811, -3.787, 3.005], [-1.532, -1.879, 1.423], [-2.460, -5.314, 1.620], [-1.028, -4.365, 1.490], [-2.526, -4.029, 0.391], [-4.475, -4.286, 2.299], [-3.444, -4.409, 3.822], [-4.333, -2.930, 3.429], [-0.382, 3.464, -1.020], [-0.492, 4.691, -1.177], [-0.117, 2.602, -2.065], [-0.021, 1.186, -1.770], [0.002, 2.956, -3.447], [-0.654, 3.031, -0.046], [0.481, 1.025, -0.816], [0.717, 0.804, -2.476], [-1.014, 0.746, -1.679], [-0.254, 3.950, -3.813], [1.039, 2.785, -3.733], [-0.719, 2.357, -4.003]]
}


(3)
{
  "formula": "C18H42AlN3OP2S",
  "method": "ωB97M-V with the def2-TZVPD basis set",
  "largest_force_ev_per_a": 5.09,
  "total_energy_ha": -2273.423941,
  "gap_ev": 8.0,
  "total_charge": 2,
  "symbols": ["Al", "P", "P", "N", "C", "H", "H", "C", "H", "H", "C", "H", "H", "C", "H", "H", "C", "C", "H", "H", "H", "C", "C", "H", "H", "H", "C", "C", "H", "H", "H", "C", "C", "H", "H", "H", "C", "O", "C", "H", "H", "H", "C", "H", "H", "H", "C", "H", "H", "H", "C", "H", "H", "H", "H", "H", "H", "H", "H", "H", "N", "C", "N", "S", "H", "H", "H", "H"],
  "positions_angstrom": [[0.523, 0.392, -0.302], [-0.540, 2.363, 0.399], [1.437, -1.595, -1.131], [1.459, 1.382, -1.630], [0.431, 3.446, -0.745], [-0.112, 4.373, -0.977], [1.322, 3.720, -0.158], [0.849, 2.666, -2.013], [-0.025, 2.558, -2.702], [1.602, 3.259, -2.570], [1.882, 0.606, -2.809], [2.634, 1.198, -3.368], [1.052, 0.407, -3.530], [2.520, -0.729, -2.358], [3.454, -0.533, -1.808], [2.770, -1.383, -3.204], [0.412, -2.743, -2.152], [-0.799, -3.331, -1.427], [-1.409, -3.870, -2.170], [-1.430, -2.560, -0.970], [-0.495, -4.062, -0.666], [2.533, -2.498, 0.069], [1.774, -3.417, 1.024], [2.452, -3.751, 1.825], [1.378, -4.313, 0.529], [0.956, -2.869, 1.505], [-0.157, 2.857, 2.143], [-1.044, 2.169, 3.181], [-0.621, 2.343, 4.182], [-1.059, 1.084, 3.023], [-2.072, 2.551, 3.183], [-2.299, 2.679, -0.043], [-3.278, 1.652, 0.530], [-4.263, 1.838, 0.074], [-3.389, 1.765, 1.616], [-2.990, 0.622, 0.297], [-1.192, 0.091, -1.635], [-2.109, -0.160, -2.296], [3.715, -3.211, -0.589], [3.394, -4.093, -1.149], [4.263, -2.551, -1.262], [4.416, -3.545, 0.189], [-0.090, 4.372, 2.352], [0.340, 4.586, 3.341], [0.550, 4.854, 1.610], [-1.079, 4.834, 2.310], [-2.758, 4.101, 0.289], [-3.724, 4.271, -0.207], [-2.917, 4.248, 1.362], [-2.067, 4.862, -0.081], [1.228, -3.862, -2.802], [1.524, -4.630, -2.080], [0.591, -4.353, -3.551], [2.115, -3.494, -3.322], [0.010, -2.110, -2.959], [-2.337, 2.567, -1.138], [2.941, -1.686, 0.694], [0.860, 2.462, 2.304], [2.639, 1.193, 1.104], [2.356, 0.683, 1.577], [-2.992, -1.425, 2.847], [-1.990, -1.975, 2.164], [-1.917, -3.311, 2.120], [-0.829, -0.969, 1.437], [-3.591, -2.004, 3.437], [-3.070, -0.431, 2.827], [-1.208, -3.725, 1.549], [-2.532, -3.866, 2.709]]
}